<P>
Molecular formula: C4H9FN2
Method: DFT, ωB97M-V/def2-TZVPD

Cartesian coordinates (Å):
C1 -0.29 0.28 -0.37
H1 0.58 2.23 -0.20
H2 0.28 0.54 2.38
H3 -1.03 -2.36 -0.68
H4 0.53 -1.38 0.48
N1 0.63 -0.38 0.43
H5 1.61 -0.59 2.28
N2 -0.96 -0.26 -1.31
F1 -1.20 2.37 -1.18
H6 -1.33 -1.97 -2.40
C2 1.08 0.19 1.68
C3 -0.73 -1.68 -1.52
H7 0.32 -1.87 -1.73
H8 -0.83 2.05 0.79
C4 -0.42 1.80 -0.18
H9 1.76 1.04 1.52

Values from the calculation:
- Structure (SMILES): C/N=C(/CF)NC
- HOMO: -9.0 eV
- Gap between HOMO and LUMO: 9.724 eV

<Q>
Molecular formula: C4H9FN2
Method: DFT, ωB97M-V/def2-TZVPD

Cartesian coordinates (Å):
H1 -0.88 2.23 -0.92
C1 0.99 -0.33 -0.86
F1 2.10 -0.42 -0.12
H2 -1.24 0.90 -1.92
H3 0.98 -1.12 -1.64
N1 -0.33 -0.76 0.20
C2 -1.05 0.46 0.30
C3 -0.66 1.25 -1.07
H4 0.57 -0.59 2.23
H5 -0.94 0.89 1.28
H6 1.49 1.65 -0.86
N2 0.72 1.01 -1.28
H7 -2.07 0.17 0.14
H8 0.86 -2.06 1.23
H9 -0.68 -1.90 1.86
C4 0.14 -1.36 1.42

Values from the calculation:
- Structure (SMILES): CN1CCN[C@H]1F
- HOMO: -8.4 eV
- Gap between HOMO and LUMO: 9.588 eV

Which of them is most stable? Easy: <P>.

<P>
Molecular formula: C5H8N5
Method: DFT, ωB97M-V/def2-TZVPD

Cartesian coordinates (Å):
N1 0.57 -1.98 -0.15
H1 -1.01 -3.31 0.13
N2 1.01 -0.67 -0.09
C1 -1.51 -0.13 -0.02
H2 -0.15 2.37 0.34
H3 1.56 1.89 0.23
H4 -2.46 1.53 0.58
N3 0.58 1.62 0.24
C2 -0.68 -2.25 -0.02
H5 -3.56 0.47 -0.18
N4 -1.74 -1.38 -0.07
C3 2.44 -0.53 -0.10
N5 2.92 0.59 0.18
H6 -2.47 1.46 -1.13
H7 3.92 0.70 0.14
H8 2.90 -1.63 0.01
C4 0.22 0.38 0.12
C5 -2.54 0.87 -0.20

Values from the calculation:
- Structure (SMILES): [H]/N=C/n1ncnc(C)c1=[NH2+]
- HOMO: -14.2 eV
- Charge: +1
- Gap between HOMO and LUMO: 9.842 eV

<Q>
Molecular formula: C5H8N5
Method: DFT, ωB97M-V/def2-TZVPD

Cartesian coordinates (Å):
N1 -2.66 0.89 0.05
N2 -0.66 -0.16 0.33
H1 -2.49 -0.93 1.07
C1 1.24 -1.12 1.26
C2 2.57 -3.09 0.96
H2 0.65 1.70 -2.32
H3 0.78 3.10 -1.22
C3 -1.90 -0.18 0.55
N3 2.32 -1.86 1.01
H4 3.56 -3.39 0.66
C4 -0.98 2.01 -1.13
H5 1.86 -3.87 1.24
C5 0.10 2.53 -1.86
H6 1.35 -0.45 2.11
H7 -0.27 3.18 -2.66
H8 -3.65 0.98 0.20
N4 0.25 -1.09 0.45
N5 -2.06 1.76 -0.70

Values from the calculation:
- Structure (SMILES): C=N/C=N/N=C/N[N+]#CC
- HOMO: -12.1 eV
- Charge: +1
- Gap between HOMO and LUMO: 7.790 eV

Which of them is most stable? Easy: <P>.

<P>
Molecular formula: C6H5N3OS
Method: DFT, ωB97M-V/def2-TZVPD

Cartesian coordinates (Å):
O1 1.55 -1.15 -0.14
S1 -1.26 -1.20 -0.08
N1 -3.92 -0.56 0.38
H1 1.87 2.15 0.08
H2 3.55 -1.85 -0.29
H3 -4.29 -1.30 -0.25
H4 4.34 0.57 0.28
H5 -4.51 0.20 0.29
N2 -1.07 1.39 -0.24
C1 2.87 -1.05 -0.05
N3 -2.41 1.17 -0.23
C2 3.22 0.28 0.17
C3 -2.65 -0.16 -0.03
C4 2.04 1.08 0.19
C5 1.06 0.13 -0.04
C6 -0.38 0.31 -0.04

Values from the calculation:
- Structure (SMILES): Nc1nnc(-c2ccco2)s1
- HOMO: -8.1 eV
- Gap between HOMO and LUMO: 8.363 eV

<Q>
Molecular formula: C6H5N3OS
Method: DFT, ωB97M-V/def2-TZVPD

Cartesian coordinates (Å):
O1 -5.14 -1.05 -0.10
C1 0.70 -0.32 0.33
N1 -3.95 -0.86 -0.04
H1 -2.28 1.52 -0.76
N2 -0.48 0.12 0.08
N3 -3.19 2.05 1.11
C2 -1.42 -0.88 -0.10
H2 -1.39 -3.14 -0.10
H3 1.54 1.55 0.26
C3 -0.93 -2.14 0.00
C4 -2.78 1.80 0.07
H4 2.61 0.03 -0.22
S1 0.78 -2.18 0.18
C5 1.85 0.55 0.51
H5 2.38 0.41 1.40
C6 -2.81 -0.61 -0.06

Values from the calculation:
- HOMO: -8.9 eV
- Gap between HOMO and LUMO: 8.839 eV

Which of them is most stable? Easy: <P>.

<P>
Molecular formula: C4H7IO
Method: DFT, ωB97M-V/def2-TZVPD

Cartesian coordinates (Å):
H1 -1.12 -0.99 -1.82
C1 0.15 2.46 0.81
H2 -0.83 2.85 1.31
H3 0.68 -2.84 -0.13
I1 1.44 -0.78 -2.49
H4 0.91 2.72 1.52
C2 0.14 1.05 0.57
O1 -0.19 0.20 1.38
C3 -0.18 -1.12 -1.27
H5 0.30 3.08 0.02
H6 -0.21 -1.53 0.66
C4 -0.14 -2.18 -0.24
H7 -0.95 -2.92 -0.33

Values from the calculation:
- HOMO (spin up / spin down): -7.7 / -8.2 eV
- Gap between HOMO and LUMO (spin up / spin down): 7.510 / 8.353 eV

<Q>
Molecular formula: C4H7IO
Method: DFT, ωB97M-V/def2-TZVPD

Cartesian coordinates (Å):
H1 0.91 -0.38 1.51
O1 0.19 0.44 -1.31
H2 1.47 -1.62 0.31
C1 1.31 0.43 -0.44
C2 -1.64 0.18 0.29
H3 -0.81 -1.53 -1.01
C3 -0.49 -0.50 -0.47
H4 -2.44 0.68 -0.31
C4 0.94 -0.65 0.43
H5 2.14 0.23 -1.05
I1 1.77 2.47 0.39
H6 -1.15 0.98 0.94
H7 -2.20 -0.73 0.71

Values from the calculation:
- HOMO: -9.4 eV
- Gap between HOMO and LUMO: 9.851 eV

Which of them is most stable? Easy: <Q>.